[1]
Molecular formula: C2H3ClN2O
Method: DFT, the ωB97M-V functional and the def2-TZVPD basis

```
9
Properties=species:S:1:pos:R:3:forces:R:3:lowdin_charge:R:1
Cl 3.289 -0.793 -0.513 0.41 -0.26 0.52 0.548
O -3.169 -1.807 0.473 -0.74 -0.78 0.17 0.150
N 1.429 0.872 0.535 0.06 -0.10 0.36 0.030
N -2.184 0.200 -0.215 0.15 0.44 -0.79 0.202
C 1.844 0.196 -0.426 0.18 0.14 -1.47 -0.724
C -2.741 -0.774 0.172 0.71 0.25 0.33 -0.435
H 1.474 0.153 -1.503 -0.36 0.51 1.84 0.076
H -1.899 1.118 0.039 -0.07 0.07 0.29 0.077
H 1.957 0.834 1.438 -0.35 -0.27 -1.25 0.075
```
Positions in Å, forces in eV/Å.

Frontier orbital gap ... 0.4287 hartree
Relative energy (zero: lowest compared OMol25 entry of this formula, charge and spin) ... 11.4 kcal/mol
LUMO ... 0.76 eV
HOMO ... -10.9 eV
Spin multiplicity ... 1
Total charge ... 0

[2]
Molecular formula: C2H3ClN2O4S
Method: DFT, the ωB97M-V functional and the def2-TZVPD basis

```
13
Properties=species:S:1:pos:R:3:forces:R:3:lowdin_charge:R:1
Cl -0.497 -0.342 -2.076 0.24 0.23 1.63 0.705
S 0.698 -0.796 0.798 0.40 -0.31 -0.86 0.932
O -1.641 2.192 -0.311 -0.20 -0.18 -0.05 0.078
O -2.084 -1.031 1.281 0.13 -0.14 0.92 0.065
O -0.298 1.733 1.312 0.11 0.03 0.31 0.046
O -2.623 -1.518 -0.732 0.37 -0.06 -0.25 0.072
N -0.944 1.484 0.353 -0.07 -1.18 -1.31 -0.342
N -1.870 -1.064 0.095 -1.52 -0.08 0.16 -0.486
C 2.272 -0.130 -0.028 -4.16 0.71 -0.55 -0.265
C -0.645 -0.391 -0.302 2.06 1.98 -0.67 -0.863
H 2.680 -0.892 -0.584 0.40 -1.48 -2.17 0.004
H 1.997 0.812 -0.525 0.56 -0.51 0.10 0.057
H 2.955 -0.058 0.718 1.66 0.99 2.74 -0.003
```
Positions in Å, forces in eV/Å.

Frontier orbital gap (spin up / spin down) ... 0.3047 / 0.3046 hartree
Relative energy (zero: lowest compared OMol25 entry of this formula, charge and spin) ... 10.9 kcal/mol
LUMO (spin up / spin down) ... -1.49 / -1.49 eV
HOMO (spin up / spin down) ... -9.8 / -9.8 eV
Spin multiplicity ... 1
Total charge ... 0

[3]
Molecular formula: C2H3ClN3O4
Method: DFT, the ωB97M-V functional and the def2-TZVPD basis

```
13
Properties=species:S:1:pos:R:3:forces:R:3:lowdin_charge:R:1
Cl 3.924 -1.867 0.953 1.00 -0.11 0.23 0.874
O -1.010 -0.536 -1.322 -0.08 -0.12 -1.52 0.247
O -0.721 0.239 2.045 0.05 0.46 0.48 0.149
O -1.471 -1.535 1.090 -0.86 -2.31 -0.02 0.181
O -0.032 2.018 -1.414 1.49 1.18 -2.44 0.111
N -1.034 -0.457 1.133 0.41 2.46 -1.43 -0.367
N -0.409 1.415 -0.320 -2.01 -1.75 0.19 0.078
N 1.397 -0.963 0.415 0.61 0.23 -0.08 0.141
C -0.833 0.191 -0.314 0.68 -1.32 1.86 -0.235
C 2.490 -1.236 0.651 -1.27 -0.26 -0.30 -0.759
H -0.465 1.985 0.489 0.15 0.35 1.30 0.185
H -1.088 -1.537 -1.385 0.10 1.41 1.22 0.226
H -0.749 2.283 -2.020 -0.28 -0.24 0.50 0.171
```
Positions in Å, forces in eV/Å.

Frontier orbital gap ... 0.3722 hartree
Relative energy (zero: lowest compared OMol25 entry of this formula, charge and spin) ... 4.6 kcal/mol
LUMO ... -5.24 eV
HOMO ... -15.4 eV
Spin multiplicity ... 1
Total charge ... +1

[4]
Molecular formula: C2H3ClNO3
Method: DFT, the ωB97M-V functional and the def2-TZVPD basis

```
10
Properties=species:S:1:pos:R:3:forces:R:3:lowdin_charge:R:1
Cl -1.654 1.724 0.373 0.75 -0.74 -0.48 0.362
O -2.021 -1.096 0.968 -2.21 0.15 1.97 -0.024
O -0.491 -1.981 -0.350 2.02 -2.07 -1.55 0.019
O 0.279 0.456 -1.032 1.09 1.80 0.50 -0.253
N -0.956 0.254 -0.623 -1.87 -0.17 0.28 -0.365
C -1.188 -1.139 0.122 0.08 2.09 0.04 -0.860
C 1.315 0.444 0.000 0.20 2.17 -2.76 -0.066
H 1.124 -0.386 0.533 0.11 -3.24 1.85 0.029
H 1.438 1.277 0.699 -0.82 0.51 -0.47 0.071
H 2.154 0.447 -0.690 0.66 -0.51 0.62 0.087
```
Positions in Å, forces in eV/Å.

Frontier orbital gap ... 0.3013 hartree
Relative energy (zero: lowest compared OMol25 entry of this formula, charge and spin) ... 26.1 kcal/mol
LUMO ... 3.82 eV
HOMO ... -4.4 eV
Spin multiplicity ... 1
Total charge ... -1

[5]
Molecular formula: C2H3ClO2S
Method: DFT, the ωB97M-V functional and the def2-TZVPD basis

```
9
Properties=species:S:1:pos:R:3:forces:R:3:lowdin_charge:R:1
Cl -0.730 -1.828 -2.378 0.15 0.31 -0.19 0.570
S 0.618 1.209 1.802 -3.87 1.18 -1.81 0.936
O 0.404 0.827 0.147 1.15 1.78 2.59 -0.394
O 1.008 0.086 2.571 0.98 -1.86 1.08 -0.507
C -0.056 -0.312 -0.336 -0.97 -3.16 -1.00 -0.364
C -0.122 -0.358 -1.658 -0.24 -0.20 -0.89 -0.544
H -0.946 1.244 2.020 2.41 0.17 -0.38 0.055
H -0.341 -1.326 0.182 0.71 2.56 -0.05 0.156
H 0.167 0.459 -2.351 -0.31 -0.78 0.66 0.092
```
Positions in Å, forces in eV/Å.

Frontier orbital gap ... 0.3412 hartree
Relative energy (zero: lowest compared OMol25 entry of this formula, charge and spin) ... 57.1 kcal/mol
LUMO ... 0.21 eV
HOMO ... -9.1 eV
Spin multiplicity ... 1
Total charge ... 0

[6]
Molecular formula: C2H3ClOS
Method: DFT, the ωB97M-V functional and the def2-TZVPD basis

```
8
Properties=species:S:1:pos:R:3:forces:R:3:lowdin_charge:R:1
Cl -1.378 2.469 -0.838 -1.06 0.15 -0.73 -0.142
S 0.299 2.404 0.239 0.57 -1.78 0.97 -0.097
O -1.225 -0.504 1.449 1.80 0.36 -1.41 0.212
C 0.542 -0.928 -0.224 0.28 -1.45 -0.87 -0.045
C -0.344 -0.346 0.710 -2.58 2.14 2.42 -0.273
H -0.116 -1.091 -1.139 0.82 -0.55 1.06 0.149
H 1.234 -0.177 -0.540 0.76 0.12 0.04 0.046
H 0.988 -1.827 0.343 -0.59 1.00 -1.47 0.150
```
Positions in Å, forces in eV/Å.

Frontier orbital gap (spin up / spin down) ... 0.2512 / 0.2474 hartree
Relative energy (zero: lowest compared OMol25 entry of this formula, charge and spin) ... 56.2 kcal/mol
LUMO (spin up / spin down) ... -0.99 / -1.08 eV
HOMO (spin up / spin down) ... -7.8 / -7.8 eV
Spin multiplicity ... 1
Total charge ... 0

[7]
Molecular formula: C2H3ClS
Method: DFT, the ωB97M-V functional and the def2-TZVPD basis

```
7
Properties=species:S:1:pos:R:3:forces:R:3:lowdin_charge:R:1
Cl 1.157 1.261 1.363 0.04 0.45 0.11 0.538
S 0.934 -1.116 -0.668 1.59 -3.06 -1.29 0.834
C 0.499 0.527 -0.097 -1.11 2.67 -0.51 -1.060
C -0.563 -0.484 0.034 -0.17 0.95 -1.99 -0.498
H 0.212 1.145 -0.981 0.80 0.31 0.94 0.087
H -0.795 -0.912 0.907 -0.45 -1.64 3.48 0.026
H -1.444 -0.420 -0.557 -0.69 0.31 -0.74 0.073
```
Positions in Å, forces in eV/Å.

Frontier orbital gap (spin up / spin down) ... 0.2129 / 0.2760 hartree
Relative energy (zero: lowest compared OMol25 entry of this formula, charge and spin) ... 30.9 kcal/mol
LUMO (spin up / spin down) ... 0.88 / -2.92 eV
HOMO (spin up / spin down) ... -4.9 / -10.4 eV
Spin multiplicity ... 3
Total charge ... 0

[8]
Molecular formula: C2H3ClS2
Method: DFT, the ωB97M-V functional and the def2-TZVPD basis

```
8
Properties=species:S:1:pos:R:3:forces:R:3:lowdin_charge:R:1
Cl 0.282 -1.612 -0.110 -0.48 0.23 0.07 0.456
S -1.129 0.991 -0.824 -1.04 0.37 -1.43 0.670
S 3.401 0.507 0.013 0.43 -0.09 -0.30 0.640
C 2.253 0.802 0.954 -0.35 0.19 0.32 -0.630
C -1.228 -0.611 -0.069 2.77 1.24 2.19 -0.948
H -1.592 -0.541 0.944 0.52 0.03 0.51 0.028
H -0.060 1.634 -0.376 0.43 -0.49 0.79 -0.186
H -1.927 -1.170 -0.533 -2.28 -1.48 -2.15 -0.029
```
Positions in Å, forces in eV/Å.

Frontier orbital gap ... 0.3447 hartree
Relative energy (zero: lowest compared OMol25 entry of this formula, charge and spin) ... 54.0 kcal/mol
LUMO ... -0.12 eV
HOMO ... -9.5 eV
Spin multiplicity ... 1
Total charge ... 0

[9]
Molecular formula: C2H3CoF3O3S
Method: DFT, the ωB97M-V functional and the def2-TZVPD basis

```
13
Properties=species:S:1:pos:R:3:forces:R:3:lowdin_charge:R:1
Co -1.258 -2.083 1.144 -0.08 -1.08 0.62 1.036
S -0.484 0.026 -0.247 -1.73 -0.65 2.03 0.845
F 1.273 0.037 -2.335 -0.74 0.04 0.69 0.187
F 2.196 -0.209 -0.425 -1.26 -0.01 0.14 0.186
F 1.091 -1.848 -1.346 -0.70 0.85 0.59 0.178
O 0.240 -1.176 1.138 0.05 0.81 -1.18 -0.476
O -1.703 -0.958 -0.275 0.84 1.58 -0.56 -0.385
O -0.893 0.956 -1.385 0.42 -0.51 -0.63 -0.140
C 1.126 -0.532 -1.147 2.98 -0.75 -1.60 -0.615
C -0.405 1.277 1.050 -0.29 -0.20 0.29 -0.089
H -1.015 2.125 0.726 0.18 -0.21 -0.18 0.090
H 0.650 1.564 1.138 -0.25 -0.16 0.20 0.099
H -0.818 0.820 1.965 0.58 0.29 -0.41 0.083
```
Positions in Å, forces in eV/Å.

Frontier orbital gap (spin up / spin down) ... 0.3452 / 0.2217 hartree
Relative energy (zero: lowest compared OMol25 entry of this formula, charge and spin) ... 6.1 kcal/mol
LUMO (spin up / spin down) ... -5.85 / -8.97 eV
HOMO (spin up / spin down) ... -15.2 / -15.0 eV
Spin multiplicity ... 5
Total charge ... +1

[10]
Molecular formula: C2H3CrFO
Method: DFT, the ωB97M-V functional and the def2-TZVPD basis

```
8
Properties=species:S:1:pos:R:3:forces:R:3:lowdin_charge:R:1
Cr 1.349 -0.727 -0.614 -1.06 1.16 1.17 0.831
F -1.469 1.052 -0.196 1.13 -0.84 0.73 -0.020
O 1.055 0.648 0.562 -2.28 -1.95 -1.23 -0.525
C -0.767 -1.199 -0.220 1.41 -0.02 -0.15 -0.175
C -0.762 0.061 0.474 0.45 1.23 -0.10 -0.340
H -1.006 0.094 1.546 0.57 0.23 -0.49 0.130
H -0.676 -2.066 0.446 -0.42 0.24 -0.38 0.044
H -1.387 -1.266 -1.121 0.20 -0.04 0.45 0.054
```
Positions in Å, forces in eV/Å.

Frontier orbital gap (spin up / spin down) ... 0.2860 / 0.2981 hartree
LUMO (spin up / spin down) ... -0.65 / -0.93 eV
HOMO (spin up / spin down) ... -8.4 / -9.0 eV
Spin multiplicity ... 5
Total charge ... 0

[11]
Molecular formula: C2H3CsMgO2
Method: DFT, the ωB97M-V functional and the def2-TZVPD basis

```
9
Properties=species:S:1:pos:R:3:forces:R:3:lowdin_charge:R:1
Cs -0.518 2.603 -3.234 -0.03 0.07 -0.23 0.955
Mg -0.868 1.570 1.468 -0.44 -0.99 -0.10 0.992
O -0.023 0.726 -0.100 0.27 0.23 0.16 -0.434
O -0.436 -2.616 -0.054 0.22 0.80 0.22 0.427
C 0.835 -0.334 -0.068 0.07 0.81 0.41 -0.288
C 0.088 -1.632 -0.001 -0.30 -1.17 -0.38 0.133
H 1.477 -0.452 -0.963 -0.15 -0.12 0.17 0.164
H 1.501 -0.380 0.817 0.00 -0.15 -0.24 0.162
H -2.056 0.514 2.134 0.36 0.52 0.00 -0.112
```
Positions in Å, forces in eV/Å.

Frontier orbital gap ... 0.3137 hartree
Relative energy (zero: lowest compared OMol25 entry of this formula, charge and spin) ... 5.2 kcal/mol
LUMO ... -8.10 eV
HOMO ... -16.6 eV
Spin multiplicity ... 1
Total charge ... +2

[12]
Molecular formula: C2H3F2I
Method: DFT, the ωB97M-V functional and the def2-TZVPD basis

```
8
Properties=species:S:1:pos:R:3:forces:R:3:lowdin_charge:R:1
I 3.676 0.193 0.258 -1.19 0.63 -0.85 0.372
F -1.593 -1.612 1.008 -0.42 -0.87 0.89 0.053
F -0.071 0.884 -0.891 0.49 1.21 -0.99 0.015
C -0.179 -0.155 -0.101 -3.11 -0.87 1.33 -0.188
C -1.399 -0.553 0.273 0.16 2.26 -2.82 -0.158
H -2.272 -0.022 -0.232 0.78 -1.09 1.15 0.146
H 0.674 -0.544 0.327 2.00 -0.72 0.47 0.033
H 2.374 0.838 -0.633 1.29 -0.56 0.81 -0.272
```
Positions in Å, forces in eV/Å.

Frontier orbital gap ... 0.3696 hartree
Relative energy (zero: lowest compared OMol25 entry of this formula, charge and spin) ... 39.0 kcal/mol
LUMO ... 0.29 eV
HOMO ... -9.8 eV
Spin multiplicity ... 1
Total charge ... 0

Number 12 is which compound?
C2H3F2I

Which formula does entry 9 have?
C2H3CoF3O3S